Entry 1:
84
Properties=species:S:1:pos:R:3:forces:R:3:lowdin_charge:R:1 method="wB97M-V/def2-TZVPD" spin_multiplicity=1 homo_lumo_gap_ev="6.40 / 6.72" homo_energy_ev="-9.9 / -9.8" total_charge=+1 e_above_lowest_kj_mol=242.0
Sn -0.158 -0.890 -0.237 0.1 0.0 0.1 1.308
Cl -0.099 1.118 3.509 0.0 0.0 0.0 0.757
P -1.452 -1.462 2.199 0.0 0.1 -0.2 0.999
O 1.545 -2.534 1.873 0.0 0.1 -0.1 -0.222
O 1.065 -2.410 0.523 0.0 -0.1 0.0 -0.461
N 1.218 0.931 0.540 -0.1 0.1 0.0 0.046
N -1.484 1.325 0.243 0.1 0.0 0.0 -0.002
N 3.594 4.156 0.347 0.0 0.0 0.0 0.193
N 1.488 3.265 0.222 0.0 0.0 0.0 0.188
N 3.351 1.946 0.869 0.0 0.0 0.0 0.183
N 3.032 -0.221 1.432 0.0 -0.1 0.0 0.226
C -0.383 -2.326 3.344 0.0 0.0 0.0 -0.316
C -2.793 1.462 0.057 -0.1 0.0 0.0 -0.126
C -2.556 1.916 4.243 0.0 0.0 0.0 -0.094
C -4.555 0.638 3.865 0.0 0.0 0.0 -0.063
C -3.332 -2.565 0.488 0.0 0.0 0.0 -0.118
C 1.612 -3.611 -2.636 0.0 0.0 0.0 -0.027
C -1.819 0.918 3.629 0.0 0.0 0.0 -0.654
C -3.806 -0.357 3.256 0.0 0.0 0.0 -0.071
C -4.580 -4.574 0.898 0.0 0.0 0.0 -0.063
C -2.423 -0.234 3.122 0.0 0.0 0.1 -0.381
C -3.931 1.775 4.355 0.0 0.0 0.0 -0.060
C -0.513 0.894 -3.924 0.0 0.0 0.0 -0.026
C -0.980 -2.168 -3.960 0.0 0.0 0.0 -0.029
C 1.713 0.163 -2.844 0.1 0.0 0.0 -0.248
C -3.913 -4.742 2.104 0.0 0.0 0.0 -0.058
C 2.526 0.897 0.939 0.0 0.1 -0.1 -0.443
C 0.466 -2.854 5.541 0.0 0.0 0.0 -0.034
C -2.530 3.694 -0.728 0.0 0.0 0.0 -0.028
C -0.687 2.356 -0.034 0.1 -0.1 0.1 -0.224
C 1.350 -3.818 5.000 0.0 0.0 0.0 -0.072
C -2.666 -2.721 1.704 0.0 0.0 0.0 -0.379
C 0.481 -0.082 -3.399 0.0 -0.1 0.0 -0.235
C 1.347 -2.155 -2.854 0.0 0.0 0.0 -0.269
C 0.258 -1.549 -3.415 0.0 0.1 0.0 -0.257
C 3.601 -1.354 -1.876 0.0 0.0 0.0 -0.016
C -3.364 2.629 -0.422 0.0 0.0 0.0 -0.027
C -4.292 -3.483 0.090 0.0 0.0 0.0 -0.065
C 0.772 2.173 0.252 -0.2 -0.1 -0.1 -0.317
C 2.805 3.088 0.483 0.0 0.0 0.0 -0.449
C 2.275 -1.110 -2.496 -0.1 0.0 0.0 -0.191
C -0.390 -2.129 4.693 0.0 0.0 0.0 -0.095
C 0.595 -3.263 2.687 0.1 -0.1 0.0 -0.319
C 2.445 1.464 -2.731 0.0 0.0 0.0 -0.025
C -1.166 3.560 -0.527 0.0 0.0 0.0 0.012
C 1.413 -4.037 3.667 0.0 0.0 0.0 0.009
C -2.962 -3.818 2.510 0.0 0.0 0.0 -0.071
H 1.820 -3.817 -1.584 0.0 0.0 0.0 0.069
H -3.104 -1.723 -0.158 0.0 0.0 0.0 0.064
H -1.074 -1.410 5.129 0.0 0.0 0.0 0.107
H -2.450 -3.948 3.456 0.0 0.0 0.0 0.113
H -0.976 -3.250 -3.848 0.0 0.0 0.0 0.073
H 3.494 -1.982 -0.986 0.0 0.0 0.0 0.080
H 0.089 -3.942 1.991 0.0 0.0 0.0 0.153
H -4.137 -5.594 2.732 0.0 0.0 0.0 0.112
H -1.102 -1.940 -5.022 0.0 0.0 0.0 0.092
H -5.323 -5.296 0.587 0.0 0.0 0.0 0.111
H -0.472 4.362 -0.733 0.0 0.0 0.0 0.115
H 2.812 1.640 -1.719 0.0 0.0 0.0 0.047
H 3.193 5.039 0.086 0.0 0.0 0.0 0.114
H -2.938 4.619 -1.113 0.0 0.0 0.0 0.118
H 2.098 -4.763 3.248 0.0 0.0 0.0 0.121
H -0.702 0.734 -4.989 0.0 0.0 0.0 0.093
H -1.869 -1.779 -3.454 0.0 0.0 0.0 0.077
H -2.050 2.790 4.628 0.0 0.0 0.0 0.110
H 3.317 1.479 -3.388 0.0 0.0 0.0 0.093
H -3.410 0.606 0.312 0.0 0.0 0.0 0.104
H -0.183 1.924 -3.792 0.0 0.0 0.0 0.070
H -4.806 -3.353 -0.853 0.0 0.0 0.0 0.111
H 4.253 -1.901 -2.566 0.0 0.0 0.0 0.100
H -4.435 2.696 -0.551 0.0 0.0 0.0 0.115
H 3.997 -0.190 1.714 0.0 0.0 0.0 0.129
H 4.103 -0.429 -1.596 0.0 0.0 0.0 0.076
H -1.478 0.779 -3.418 0.0 0.0 0.0 0.079
H 2.474 -3.949 -3.216 0.0 0.0 0.0 0.088
H -5.626 0.520 3.961 0.0 0.0 0.0 0.112
H 0.437 -2.681 6.607 0.0 0.0 0.0 0.108
H 0.759 -4.220 -2.931 0.0 0.0 0.0 0.072
H 2.476 -1.044 1.637 0.0 0.0 0.0 0.066
H -4.304 -1.241 2.878 0.0 0.0 0.0 0.105
H 1.983 -4.388 5.668 0.0 0.0 0.0 0.112
H 1.814 2.309 -3.006 0.0 0.0 0.0 0.074
H 4.573 4.080 0.561 0.0 0.0 0.0 0.116
H -4.509 2.553 4.834 0.0 0.0 0.0 0.114

=====

Entry 2:
6
Properties=species:S:1:pos:R:3:forces:R:3:nbo_charge:R:1 method="wB97M-V/def2-TZVPD" spin_multiplicity=1 smiles="[O-]C(=S)NI" homo_lumo_gap_ev="6.43 / 6.43" homo_energy_ev="-3.6 / -3.6" total_charge=-1 e_above_lowest_kj_mol=60.3
I 0.794 1.281 -2.082 -0.5 -0.5 0.3 0.020
S -0.132 -0.756 1.987 0.0 -0.5 0.0 -0.491
O -1.719 -0.316 -0.103 -2.0 -0.2 -1.4 -0.621
N 0.504 0.419 -0.117 0.9 -0.6 -0.2 -0.770
C -0.651 -0.301 0.395 1.3 1.1 1.3 0.480
H 1.204 -0.327 -0.080 0.4 0.7 0.0 0.383